(1)
DFT (wB97M-V/def2-TZVPD) results for the molecule C5H12N2.

```
19
Properties=species:S:1:pos:R:3:forces:R:3:lowdin_charge:R:1
C 2.602963 -1.391977 -0.750513 -1.264 0.601 0.103 -0.01
C 1.829552 -0.309070 -0.971873 2.281 -0.422 0.672 -0.20
C 1.597104 0.687980 0.170384 -2.432 0.019 -0.848 -0.17
C 0.086499 0.762125 0.576301 -0.054 -0.570 -0.844 -0.24
N -0.785961 0.151252 -0.458682 0.476 0.206 0.330 -0.10
C -2.190022 0.301361 -0.094402 0.609 -0.286 -1.365 -0.32
N -2.504529 -0.260826 1.247168 -0.970 1.704 -0.649 0.01
H 3.258929 -1.844656 -1.484550 -0.649 -0.471 -0.168 0.05
H 2.461632 -1.832583 0.232244 1.099 0.082 0.206 0.06
H 1.670742 0.006013 -1.999653 0.078 0.456 0.225 0.09
H 2.094615 0.520691 1.120387 0.730 -0.392 -0.413 0.10
H 1.931562 1.633234 -0.268797 -0.026 0.040 0.323 0.11
H -0.021270 0.173856 1.496173 -0.136 0.544 0.148 0.10
H -0.287703 1.774537 0.682030 0.209 0.272 0.472 0.10
H -0.459430 -0.810549 -0.479861 -0.663 -0.210 -0.289 0.09
H -2.379250 1.380433 -0.299445 -0.022 -0.339 1.294 0.11
H -2.846615 -0.099591 -0.878429 0.412 -0.629 0.103 0.10
H -3.214898 -0.979334 1.148237 0.156 -0.129 -0.105 0.06
H -3.030771 0.527345 1.631750 0.164 -0.476 0.805 0.06
```
Forces are in eV/Å.

Values from the calculation:
- HOMO level: -8.785 eV
- E_LUMO: 1.06 eV
- Frontier orbital gap: 9.85 eV
- DFT total energy: -8357.714 eV
- Relative energy (zero: lowest compared OMol25 entry of this formula, charge and spin): 55.8 kcal per mole

(2)
DFT (wB97M-V/def2-TZVPD) results for a cluster of 2 separate species, C4H6OS in total.

```
12
Properties=species:S:1:pos:R:3:forces:R:3:lowdin_charge:R:1
C -0.331793 -0.837955 1.771526 1.343 0.065 -1.445 0.09
C 0.522088 -0.788716 0.933891 0.188 0.126 -0.902 -0.21
C -1.943804 0.739178 -1.137840 0.266 -0.364 -0.846 -0.32
C 1.710984 -0.712996 0.077736 1.119 2.111 2.532 -0.11
O 0.210224 1.870031 -0.463670 0.751 0.495 0.570 -0.58
S -1.226852 2.084683 -0.565963 -0.829 -1.688 -1.100 0.86
H -0.860828 -0.862344 2.637678 -1.515 -0.102 1.664 0.00
H -2.917922 0.814576 -1.632427 0.014 0.208 0.807 0.01
H -1.422222 -0.245244 -1.339350 -0.281 1.522 0.491 0.05
H 2.488709 -1.069779 0.803299 -0.067 0.623 -0.855 0.10
H 1.952335 0.312126 -0.335760 -0.445 -0.920 1.100 0.08
H 1.819084 -1.303560 -0.749121 -0.543 -2.077 -2.015 0.03
```
Forces are in eV/Å.

Values from the calculation:
- HOMO level: -9.617 eV
- E_LUMO: -0.22 eV
- Frontier orbital gap: 9.40 eV
- DFT total energy: -17123.922 eV
- Relative energy (zero: lowest compared OMol25 entry of this formula, charge and spin): 97.0 kcal per mole